ORCA calculation (ωB97M-V/def2-TZVPD) on a molecular structure, C20H21F10N5O4PS2W at a distorted geometry.

The calculation puts the gap between HOMO and LUMO (alpha / beta) at 0.2706 / 0.2687 hartree. As for the spin multiplicity: 4. The calculation puts the HOMO energy (alpha / beta) at -7.787 / -8.198 eV. The energy above the lowest of the compared OMol25 structures with the same formula, charge and spin is 154.38 kcal/mol.

Element x y z (Å)
W1 1.447 0.638 1.742
S1 -0.838 -1.995 -1.433
S2 -3.641 -1.265 -2.853
P1 4.335 1.116 0.162
F1 5.126 2.480 0.289
F2 -0.021 -3.029 7.007
F3 4.185 1.234 -1.415
F4 3.939 -2.713 4.504
F5 3.329 -0.213 0.126
F6 4.238 0.979 1.790
F7 -1.161 -1.113 5.559
F8 2.823 -0.846 2.900
F9 2.863 2.034 0.284
F10 5.617 0.212 0.095
O1 1.156 -1.657 0.441
O2 -3.328 -2.575 -2.350
O3 -4.995 -0.810 -2.831
O4 0.316 -1.118 1.437
N1 0.389 0.233 3.489
N2 -0.557 1.722 1.328
N3 -2.756 -0.140 -1.959
N4 -1.120 -0.388 -8.130
N5 -0.867 0.589 -0.831
C1 -1.431 0.838 0.550
C2 0.815 -0.810 4.224
C3 0.694 -2.467 6.024
C4 -1.643 -0.491 -1.466
C5 -2.334 0.465 -6.237
C6 2.113 -1.336 3.990
C7 -2.952 0.247 -5.023
C8 0.117 -1.460 5.272
C9 -1.672 -0.581 -6.896
C10 -0.451 3.032 0.660
C11 2.690 -2.320 4.768
C12 1.991 -2.908 5.810
C13 -0.981 0.703 3.594
C14 -2.906 -1.012 -4.449
C15 -2.245 -2.054 -5.072
C16 0.770 -1.216 -0.824
C17 2.072 2.190 2.995
C18 -1.159 1.913 2.672
C19 0.571 0.263 -1.020
C20 -1.636 -1.844 -6.290
H1 2.953 2.036 3.625
H2 1.156 0.797 -0.209
H3 -2.439 1.261 0.418
H4 -2.363 1.443 -6.693
H5 -2.223 -3.015 -4.582
H6 0.088 3.724 1.305
H7 1.553 -1.623 -1.473
H8 -3.472 1.037 -4.505
H9 -1.677 -0.105 3.329
H10 -1.132 -2.660 -6.786
H11 -1.071 1.430 -1.379
H12 1.638 3.156 3.261
H13 -1.445 3.442 0.444
H14 -2.225 2.153 2.579
H15 0.119 2.944 -0.266
H16 2.429 -3.689 6.407
H17 -0.653 2.763 3.132
H18 -1.483 -0.135 1.057
H19 -1.210 1.035 4.615
H20 -0.971 0.557 -8.440
H21 -0.474 -1.077 -8.476


ORCA calculation (ωB97M-V/def2-TZVPD) on a molecular structure, C17H17BrF5IrN5S at a distorted geometry.

The calculation puts the gap between HOMO and LUMO (alpha / beta) at 0.2603 / 0.2144 hartree. The charge is +2. As for the spin multiplicity: 6. The calculation puts the HOMO energy (alpha / beta) at -14.216 / -15.064 eV. The energy above the lowest of the compared OMol25 structures with the same formula, charge and spin is 23.20 kcal/mol.

Element x y z (Å)
Ir1 0.135 -0.050 -0.048
Br1 5.933 1.442 -0.236
S1 -1.245 -1.429 1.392
F1 1.625 -2.752 0.922
F2 1.762 -0.989 2.191
F3 4.066 -2.348 2.639
F4 2.700 -2.843 4.246
F5 3.011 -4.243 2.616
N1 2.221 -0.250 -0.686
N2 -3.320 -0.449 2.755
N3 -2.783 0.712 0.876
N4 0.044 1.619 -1.731
N5 -1.882 1.007 -0.015
C1 3.269 0.455 -0.251
C2 4.641 -0.381 -2.028
C3 1.067 2.078 -2.437
C4 -2.254 1.708 -1.071
C5 -2.532 -0.305 1.712
C6 0.941 3.071 -3.403
C7 2.363 -1.044 -1.759
C8 -0.315 3.593 -3.656
C9 4.497 0.405 -0.892
C10 -1.385 3.139 -2.904
C11 -3.756 -2.865 3.198
C12 1.773 -2.327 2.167
C13 -3.240 -1.528 3.732
C14 -3.672 2.038 -1.357
C15 3.551 -1.123 -2.459
C16 -1.178 2.162 -1.935
C17 2.912 -2.965 2.946
H1 -3.633 -3.614 3.979
H2 1.814 3.403 -3.945
H3 -3.826 -1.228 4.598
H4 2.041 1.654 -2.236
H5 3.620 -1.748 -3.338
H6 -3.943 1.763 -2.377
H7 -3.203 -3.194 2.321
H8 -2.372 3.554 -3.052
H9 -0.455 4.348 -4.418
H10 5.580 -0.407 -2.565
H11 -2.198 -1.639 4.040
H12 3.130 1.081 0.621
H13 1.497 -1.623 -2.058
H14 -3.824 3.117 -1.257
H15 -4.330 1.537 -0.657
H16 -4.032 0.263 2.876
H17 -4.813 -2.805 2.943